# 1
# C2H8N9O4

A cluster of 2 separate species, C2H8N9O4 in total (ωB97M-V/def2-TZVPD, the OMol25 dataset).

The geometry in ORCA input format:
```
! RIJCOSX wB97M-V def2-TZVPD def2/J DEFGRID3
* xyz 1 1
C -0.71 1.14 -1.23
C 1.97 -1.23 0.86
N 0.25 0.40 -0.70
N -0.41 2.35 -1.69
N 2.69 -2.17 1.49
N 2.34 0.04 0.86
N -2.00 0.69 -1.27
N -0.07 -0.86 -0.41
N -3.16 1.34 -1.71
N -1.03 -0.69 1.90
N 0.88 -1.61 0.16
O -4.15 0.69 -1.64
O -3.02 2.46 -2.11
O -2.06 -0.16 2.13
O -0.12 -1.16 2.52
H 0.54 2.67 -1.69
H -1.15 2.93 -2.07
H 3.47 -1.91 2.07
H 2.35 -3.11 1.56
H 3.13 0.37 1.41
H 1.79 0.68 0.29
H -2.15 -0.26 -0.93
H 0.61 -2.58 0.20
*
```

## Properties
E_LUMO (spin up / spin down): -4.499 / -4.307 eV
HOMO-LUMO gap (spin up / spin down): 6.88 / 8.77 eV
HOMO energy (spin up / spin down): -11.4 / -13.1 eV


# 2
# C17H34CaNPSi

A structure of composition C17H34CaNPSi (ωB97M-V/def2-TZVPD, the OMol25 dataset).

The geometry in ORCA input format:
```
! RIJCOSX wB97M-V def2-TZVPD def2/J DEFGRID3
* xyz 0 1
C 0.53 3.49 -3.64
C -0.78 3.12 -3.36
C -1.04 1.99 -2.54
C 0.03 1.28 -2.02
C 1.33 1.64 -2.29
C 1.59 2.77 -3.10
C -2.50 1.70 -2.22
C -2.98 0.24 -2.11
N -1.90 -0.79 -2.13
Ca -0.80 -0.42 -0.35
C 2.50 0.89 -1.69
P 1.97 -0.75 -1.00
H -1.63 3.68 -3.75
H 2.63 3.06 -3.28
H 0.72 4.35 -4.29
H 2.93 1.45 -0.84
H 3.30 0.72 -2.42
H -2.78 2.21 -1.28
H -3.12 2.17 -3.00
H -3.55 0.10 -1.18
C 3.50 -1.18 -0.09
C 2.22 -1.76 -2.51
H -3.67 0.02 -2.95
C -1.34 -0.90 -3.52
C -2.47 -2.11 -1.73
H 0.08 -2.22 1.29
H -1.77 -1.77 -4.04
H -1.57 0.00 -4.09
H -0.25 -1.03 -3.49
H -2.92 -2.63 -2.59
H -1.67 -2.77 -1.33
H -3.24 -1.98 -0.96
H 3.29 -1.78 -2.76
H 1.88 -2.79 -2.31
H 1.66 -1.37 -3.37
H 4.37 -1.13 -0.75
H 3.63 -0.48 0.75
H 3.40 -2.19 0.31
H -0.71 -2.50 1.08
C 0.97 1.43 2.77
Si -0.91 1.63 2.71
C -1.76 0.31 3.75
C -1.27 3.29 3.54
C -1.52 1.55 0.96
H 1.31 1.35 3.82
H 1.46 2.31 2.33
H 1.33 0.54 2.24
H -1.44 0.36 4.80
H -2.85 0.45 3.73
H -1.55 -0.70 3.37
H -0.66 4.09 3.09
H -2.32 3.57 3.43
H -1.03 3.26 4.61
H -1.09 2.34 0.31
H -2.62 1.63 0.85
*
```

## Properties
E_LUMO: 0.012 eV
ΔE to the lowest compared entry with this formula, charge and spin: 0.000 eV
HOMO-LUMO gap: 6.54 eV
HOMO energy: -6.5 eV


# 3
# C30H34BrFN5O3Ru

A structure of composition C30H34BrFN5O3Ru (ωB97M-V/def2-TZVPD, the OMol25 dataset).

The geometry in ORCA input format:
```
! RIJCOSX wB97M-V def2-TZVPD def2/J DEFGRID3
* xyz 2 6
Ru -2.83 1.75 0.84
C -0.34 2.78 2.29
N -1.81 2.98 2.28
C -2.12 4.37 1.87
C -2.37 2.72 3.62
C -3.84 2.45 3.49
C -4.75 2.72 4.49
C -6.09 2.40 4.32
C -6.51 1.79 3.15
C -5.61 1.52 2.13
C -4.26 1.86 2.28
H 0.12 3.40 3.06
H 0.07 3.07 1.32
H -0.12 1.74 2.48
H -1.58 5.08 2.50
H -3.19 4.55 1.98
H -1.83 4.53 0.84
H -2.17 3.57 4.29
H -1.87 1.84 4.04
H -4.41 3.18 5.42
H -6.80 2.63 5.10
H -7.56 1.53 3.02
H -5.97 1.04 1.23
C 3.00 0.08 -4.37
C 3.09 0.92 -3.10
N 1.98 0.67 -2.19
C 0.85 1.42 -2.36
C -0.20 1.36 -1.48
C -1.46 2.15 -1.81
O -1.82 2.03 -2.97
O -2.03 2.79 -0.87
C -0.16 0.46 -0.35
O -1.08 0.40 0.56
C 0.98 -0.43 -0.28
C 1.07 -1.41 0.70
C 2.13 -2.30 0.72
F 2.10 -3.23 1.69
C 3.16 -2.27 -0.21
C 3.08 -1.24 -1.18
C 2.03 -0.34 -1.23
N 4.28 -3.14 -0.22
C 4.54 -4.02 0.91
C 5.90 -4.71 0.69
N 6.73 -3.83 -0.18
C 6.18 -3.78 -1.57
C 4.65 -3.78 -1.47
H 3.87 0.28 -5.00
H 2.10 0.32 -4.93
H 2.98 -0.99 -4.14
H 3.06 1.98 -3.36
H 4.02 0.75 -2.57
H 0.82 2.09 -3.21
H 0.29 -1.51 1.44
H 3.88 -1.16 -1.89
H 3.78 -4.79 1.05
H 4.58 -3.42 1.82
H 5.80 -5.67 0.19
H 6.41 -4.88 1.64
H 7.71 -4.13 -0.19
H 6.69 -2.89 0.21
H 6.55 -4.64 -2.13
H 6.55 -2.87 -2.04
H 4.27 -4.81 -1.51
H 4.23 -3.26 -2.33
Br -3.69 -3.08 -2.02
C -4.22 -1.29 -1.75
C -5.10 -0.65 -2.61
C -5.43 0.67 -2.35
C -4.87 1.31 -1.26
N -4.02 0.68 -0.43
C -3.70 -0.60 -0.67
H -5.52 -1.17 -3.46
H -6.11 1.20 -2.99
H -5.09 2.34 -1.03
H -3.02 -1.08 0.03
*
```

## Properties
<S²>: 8.795
E_LUMO (spin up / spin down): -4.667 / -7.806 eV
HOMO-LUMO gap (spin up / spin down): 5.57 / 5.43 eV
HOMO energy (spin up / spin down): -10.2 / -13.2 eV


# 4
# C7H10N

The ion C7H10N with charge +1 (ωB97M-V/def2-TZVPD, the OMol25 dataset).

The geometry in ORCA input format:
```
! RIJCOSX wB97M-V def2-TZVPD def2/J DEFGRID3
* xyz 1 1
C -3.10 -0.13 0.10
N -1.98 0.25 -0.11
C -0.69 0.21 -0.09
C -0.24 -1.16 -0.27
C 1.20 -1.32 0.27
C 1.85 0.01 -0.16
C 0.85 1.06 -0.04
C 0.91 2.34 0.24
H -3.54 -0.23 1.07
H -3.73 -0.21 -0.78
H -0.26 -1.45 -1.23
H -1.03 -1.70 0.11
H 1.04 -1.52 1.37
H 1.76 -2.16 -0.13
H 2.72 0.26 0.46
H 2.30 -0.02 -1.18
H 0.06 3.10 0.25
H 1.89 2.67 0.13
*
```

## Properties
E_LUMO: -4.462 eV
ΔE to the lowest compared entry with this formula, charge and spin: 2.938 eV
HOMO-LUMO gap: 9.91 eV
HOMO energy: -14.4 eV
Structure (SMILES): C=[N+]=C1CCCC1=C


Taking the records one at a time from the top gives largest force on an atom values of 1.865 3.808 0.819 7.039 eV/Å.
Taking the records one at a time from the top gives molecular weight values of 222.1 351.6 712.6 108.2 g mol⁻¹.